71
Properties=species:S:1:pos:R:3:mulliken_spin:R:1 method="wB97M-V/def2-TZVPD" homo_energy_ha="-0.488 / -0.489" total_charge=+2 orbital_gap_ha="0.2799 / 0.2167" s_squared=2.013 lumo_ev="-5.668 / -7.409" multiplicity=3
Au -1.14217 -1.36191 0.57420 0.01
C -0.76829 -0.06748 4.87481 0.02
C -1.97745 0.55583 4.18331 0.00
C -2.69091 1.45858 5.18840 0.00
C -2.93860 -0.50990 3.66502 0.01
N -1.56027 1.43172 3.01172 0.01
C -2.20310 2.62206 2.74292 0.00
C -1.63326 3.15265 1.64608 0.00
N -0.64669 2.28926 1.20280 -0.02
B 0.19780 2.79214 -0.02822 -0.02
N -0.44488 2.47267 -1.41863 0.01
C -1.01890 3.53604 -2.09682 0.01
C -1.55714 3.07604 -3.23662 0.01
N -1.31716 1.71897 -3.29399 0.02
C -0.62626 1.37028 -2.18719 0.01
S -0.03971 -0.21495 -1.83250 0.56
C -1.85181 0.93301 -4.48004 -0.01
C -3.35641 1.19790 -4.54224 0.00
C -1.63302 -0.56820 -4.36158 0.05
C -1.13864 1.46175 -5.72079 0.00
N 1.74318 2.63858 0.10946 0.05
C 2.49828 3.76714 0.32313 0.04
C 3.79926 3.40643 0.37106 0.03
N 3.86540 2.04783 0.19580 0.03
C 2.60251 1.59539 0.04227 -0.01
S 2.07873 -0.02077 -0.19212 0.83
C 5.22053 1.35327 0.17508 -0.01
C 6.00417 1.95735 -0.98714 0.00
C 5.88514 1.64308 1.51845 0.01
C 5.10793 -0.14964 -0.01777 0.04
C -0.63357 1.24232 2.04724 0.03
S 0.38938 -0.17742 1.90683 0.33
H -1.10568 -0.46053 5.83364 0.00
H 0.00575 0.67322 5.07560 0.00
H -0.33705 -0.89380 4.31850 -0.01
H -2.90664 0.86763 6.07645 0.00
H -3.64268 1.82928 4.80989 0.00
H -2.06908 2.29955 5.49474 0.00
H -3.29021 -1.11175 4.50228 0.00
H -2.44783 -1.17742 2.95657 -0.01
H -3.80586 -0.05367 3.18439 0.00
H -2.98913 3.00469 3.36427 0.00
H -1.82870 4.08659 1.15342 0.00
H 0.05782 3.97618 0.03914 0.00
H -0.98811 4.53356 -1.70128 0.00
H -2.09088 3.59331 -4.01064 0.00
H -3.84673 0.85371 -3.63053 0.00
H -3.77251 0.64844 -5.38547 0.00
H -3.59880 2.24863 -4.69299 0.00
H -2.11107 -0.98216 -3.47220 -0.02
H -0.58400 -0.84957 -4.38217 -0.01
H -2.10864 -1.02147 -5.23152 0.01
H -1.33454 2.52060 -5.88744 0.00
H -1.49527 0.92002 -6.59593 0.00
H -0.06142 1.31124 -5.64526 0.00
H 2.04505 4.73624 0.41710 0.00
H 4.67804 4.00753 0.50820 0.01
H 6.16651 3.02799 -0.87072 0.00
H 5.49637 1.77922 -1.93537 0.00
H 6.98336 1.48236 -1.03269 0.00
H 6.05340 2.70668 1.68014 0.00
H 6.85737 1.15306 1.54179 0.00
H 5.28783 1.25129 2.34231 0.00
H 4.65560 -0.41571 -0.97206 -0.01
H 4.57299 -0.63859 0.79448 -0.01
H 6.12453 -0.54226 -0.02017 0.00
I -3.16922 -2.83005 -0.28797 0.00
C -4.62868 -1.29848 -0.01739 0.00
I -3.87371 0.66195 -0.18028 0.00
H -5.03989 -1.42590 0.97627 0.00
H -5.38396 -1.45757 -0.77846 0.00

***

20
Properties=species:S:1:pos:R:3:nbo_charge:R:1 method="wB97M-V/def2-TZVPD" homo_energy_ha=-0.319 total_charge=0 orbital_gap_ha=0.3431 relative_energy_kj_mol=267.13 smiles="CN=C(N)N.CC(=O)O" lumo_ev=0.651
C 2.73382 0.81389 -1.01102 -0.43
N 1.36239 0.24028 -1.12467 -0.54
C 0.25835 0.83543 -1.41433 0.60
N -0.90403 0.21475 -1.18085 -0.84
N 0.17123 2.04974 -2.38673 -0.92
H 2.93979 0.96824 0.02635 0.20
H 2.79854 1.77957 -1.71308 0.17
H 3.51602 0.02837 -1.24106 0.21
H -1.77908 0.26071 -1.68390 0.39
H -1.02026 -0.19819 -0.25885 0.41
H -0.65814 2.46487 -2.72683 0.37
H 0.73558 2.86947 -2.14398 0.37
C -2.12149 -1.23430 2.45071 -0.73
C -1.01592 -2.00262 2.00336 0.77
O -0.86842 -3.20069 2.25737 -0.58
O 0.03077 -1.37766 1.32408 -0.74
H -2.24783 -0.43158 1.70053 0.23
H -1.71596 -0.61954 3.24287 0.26
H -3.13421 -1.68567 2.58495 0.26
H 0.91883 -1.77506 1.29507 0.53

***

58
Properties=species:S:1:pos:R:3:nbo_charge:R:1 method="wB97M-V/def2-TZVPD" homo_energy_ha="-0.448 / -0.447" total_charge=+1 orbital_gap_ha="0.2179 / 0.2152" relative_energy_kj_mol=226.00 lumo_ev="-6.251 / -6.317"
Tc -0.08454 0.01776 -0.15700 0.66
C -2.24245 0.22602 3.52191 -0.67
C -0.77090 0.20676 3.31495 0.47
N -0.03508 0.23997 2.20873 -0.50
C 1.28030 0.14237 2.62827 0.00
C 1.35461 0.05967 3.97684 0.03
N 0.04547 0.11297 4.38689 -0.48
C 2.51760 -0.20271 4.87060 0.75
O 2.39738 0.19749 6.15789 -0.65
O 3.48740 -0.77238 4.48932 -0.48
C 2.31848 0.22118 1.60050 0.77
O 3.48448 0.36836 1.71560 -0.45
O 1.71062 0.12640 0.36537 -0.57
H -2.66089 -0.74695 3.26299 0.25
H -2.71128 0.98345 2.90613 0.28
H -2.46316 0.42920 4.56924 0.23
H -0.29450 -0.00996 5.32872 0.44
H 1.64729 0.78808 6.30385 0.48
S 2.02346 3.68463 -2.37025 -0.31
As 0.21708 2.83802 -2.38266 0.88
S 0.43142 -0.40864 -2.21418 0.81
S -0.47970 2.25476 -0.36219 -0.02
S -1.00162 2.26646 -3.87150 -0.39
C -4.54579 2.17193 -1.67145 -0.62
C -5.13340 1.63045 -0.37184 -0.38
C -4.56140 0.25576 0.02210 -0.26
C -5.18861 -0.23338 1.34611 -0.36
C -4.74415 -1.63691 1.75826 -0.63
C -4.94663 -0.74703 -1.03036 0.72
O -6.08084 -0.93850 -1.38169 -0.54
N -3.91162 -1.49483 -1.56223 -0.65
C -2.56214 -1.37076 -1.33489 0.82
O -1.80162 -2.07418 -1.96848 -0.64
N -2.11879 -0.41153 -0.40380 -0.66
C -3.06176 0.41199 0.22842 0.75
O -2.67303 1.28930 0.96606 -0.61
H -4.96912 3.14741 -1.90785 0.24
H -4.75769 1.51074 -2.51595 0.21
H -3.46060 2.29769 -1.60474 0.20
H -6.21157 1.50677 -0.46946 0.24
H -4.93576 2.31748 0.44960 0.23
H -6.26780 -0.22931 1.19647 0.24
H -4.94920 0.50255 2.11492 0.22
H -5.18170 -2.39397 1.10448 0.22
H -5.07004 -1.86173 2.77347 0.23
H -3.65706 -1.75891 1.72282 0.19
H -4.15944 -2.16969 -2.27491 0.44
O 0.91065 -2.04549 -2.13080 -0.56
C 0.56533 -2.68155 -1.04832 0.76
C 0.68440 -4.15767 -0.91940 -0.50
C 0.04919 -4.40444 0.45277 -0.52
C -0.29178 -3.02471 0.98499 0.72
O -0.81150 -2.72638 2.01315 -0.51
N 0.09495 -2.05388 -0.01425 -0.59
H 1.73528 -4.44349 -0.97766 0.27
H 0.16860 -4.64099 -1.74760 0.28
H 0.70193 -4.91838 1.15550 0.27
H -0.87216 -4.98186 0.38644 0.27

***

16
Properties=species:S:1:pos:R:3:nbo_charge:R:1 method="wB97M-V/def2-TZVPD" homo_energy_ha=-0.257 total_charge=0 orbital_gap_ha=0.2756 relative_energy_kj_mol=381.08 smiles="CC1=C([O-])C[N@@H+]1C" lumo_ev=0.506
C 0.72218 1.77999 -0.32863 -0.65
C -0.09330 0.68074 0.20488 -0.17
C -0.77979 0.26334 1.32761 0.43
O -0.91141 0.57674 2.50258 -0.67
C -1.45420 -0.86588 0.47233 -0.28
N -0.39212 -0.53370 -0.58182 -0.37
C 0.97931 -1.21648 -0.45019 -0.40
H 1.73666 1.52936 -0.69375 0.19
H 0.83008 2.48997 0.49185 0.25
H 0.19412 2.28095 -1.15230 0.20
H -2.44975 -0.54071 0.13169 0.21
H -1.49552 -1.91516 0.77604 0.20
H -0.82675 -0.38640 -1.51578 0.40
H 1.81297 -0.54291 -0.15348 0.23
H 1.24271 -1.66732 -1.39680 0.20
H 0.88481 -1.93252 0.36576 0.22

***

14
Properties=species:S:1:pos:R:3:nbo_charge:R:1 method="wB97M-V/def2-TZVPD" homo_energy_ha=-0.339 total_charge=0 orbital_gap_ha=0.3433 relative_energy_kj_mol=238.06 smiles="[H]/N=c1/nn[nH]n1NC" lumo_ev=0.108
H 0.75646 -1.25178 -1.76071 0.35
N -0.23954 -0.99191 -1.76121 -0.66
C -0.58918 -0.28701 -0.78047 0.45
N -1.95046 0.03369 -0.49610 -0.18
N -1.93001 0.73775 0.53905 0.04
N -0.66900 0.77397 1.17237 -0.27
N 0.23719 0.28195 0.21561 -0.18
N 1.34475 -0.46232 0.65350 -0.48
C 2.63927 -0.00534 0.27377 -0.40
H -0.56386 1.74441 1.24921 0.37
H 1.23963 -1.48378 0.77426 0.37
H 2.59767 1.03504 0.54426 0.21
H 2.78618 -0.22602 -0.84217 0.17
H 3.33284 -0.67576 0.81278 0.21

***

43
Properties=species:S:1:pos:R:3:mulliken_spin:R:1 method="wB97M-V/def2-TZVPD" homo_energy_ha="-0.230 / -0.234" total_charge=0 orbital_gap_ha="0.1834 / 0.1820" s_squared=6.028 relative_energy_kj_mol=0.00 lumo_ev="-1.260 / -1.412" multiplicity=5
Cr -0.44872 0.79470 0.20847 4.00
S -4.42491 5.38883 4.18773 0.00
C -3.51367 4.37170 3.26221 0.00
S -1.80671 4.19589 3.42191 0.00
C -1.56334 2.98822 2.18277 0.01
C -2.67603 2.58974 1.53500 0.00
S -2.76305 1.40838 0.22734 -0.03
S -4.16740 3.34317 2.04242 0.00
S 0.08055 2.44867 1.88916 -0.02
C 3.98000 0.36722 0.28072 0.00
C 2.64955 0.61023 0.64902 0.03
N 1.64538 0.47361 -0.19656 0.01
C 1.91329 0.12653 -1.47744 0.03
C 3.20688 -0.13740 -1.93474 0.00
C 4.25560 -0.01706 -1.00547 0.02
C 3.41293 -0.49239 -3.31197 0.00
C 2.37628 -0.54302 -4.17357 0.00
C 1.04123 -0.23884 -3.73846 0.00
C -0.06807 -0.22464 -4.60627 0.02
C -1.30273 0.11200 -4.12043 -0.01
C -1.44146 0.42414 -2.75758 0.04
N -0.41961 0.39796 -1.92287 -0.05
C 0.80785 0.08047 -2.40102 -0.03
H 4.76159 0.49427 1.01570 0.00
H 2.39169 0.94105 1.64840 0.00
H 5.27242 -0.21441 -1.32181 0.00
H 4.42015 -0.70875 -3.64404 0.00
H 2.53411 -0.80205 -5.21268 0.00
H 0.07104 -0.46983 -5.65204 0.00
H -2.17640 0.14807 -4.75486 0.00
H -2.39407 0.71775 -2.33415 -0.02
N -4.48339 -3.86194 2.58613 0.00
C -3.45633 -3.34838 2.58198 0.00
C -2.16907 -2.70965 2.58099 0.00
C -1.14476 -3.15723 3.40628 0.00
C 0.07248 -2.50385 3.35983 0.00
C 0.21712 -1.44315 2.48099 0.01
N -0.75985 -1.01703 1.68030 -0.02
C -1.94131 -1.62732 1.73606 0.01
H -1.31058 -3.99325 4.07217 0.00
H 0.89730 -2.79962 3.99150 0.00
H 1.14926 -0.89559 2.42791 0.00
H -2.72525 -1.21721 1.11096 -0.01

***

no.,DFT total energy (a.u.),molecular weight (u)
1,-3138.52807,942.36
2,-473.70102,133.15
3,-5558.11527,751.57
4,-325.79241,99.13
5,-408.20526,114.11
6,-4061.98221,532.69